Entry 1:
69
Properties=species:S:1:pos:R:3:forces:R:3 method="wB97M-V/def2-TZVPD" spin_multiplicity=1 charge=+1 gap_ev="6.99 / 7.00" max_force_ev_per_a=1.32 mol_weight_g_mol=697.16 lumo_ev="-3.6617 / -3.6523"
C -3.7055 -1.6911 1.5465 -0.2 0.0 0.0
C -3.8573 2.5033 -0.0747 0.0 -0.2 0.0
C 0.0072 0.4847 -3.7501 0.0 0.1 0.0
C 4.2613 1.3365 -3.0617 0.2 0.1 -0.1
H -5.8324 -0.9909 -3.3183 0.1 0.0 0.0
H -0.0883 -3.3333 4.1319 0.1 0.1 -0.2
C 1.3182 -2.0383 1.4622 -0.1 -0.1 0.3
C 4.6078 1.3006 -1.7242 0.2 0.0 0.2
C 2.2478 0.1006 -2.5790 0.0 0.0 0.1
C -3.2650 -0.3686 1.4762 -0.2 -0.1 -0.1
H 4.1657 -0.2027 1.1941 0.0 -0.1 0.0
C -3.4367 0.4837 2.5623 0.1 0.0 0.1
F -5.2650 4.3630 -0.1472 -0.5 0.2 0.0
C -2.7932 -2.4685 -3.0340 0.0 0.0 0.0
C 4.2245 0.7557 0.6841 0.0 0.0 -0.1
C 3.0907 0.7439 -3.4821 -0.3 -0.1 -0.1
H 2.2548 -3.5427 2.7916 -0.2 0.2 -0.1
C 3.8118 0.6633 -0.7756 0.0 0.2 0.1
H -0.2139 1.3207 -3.0796 0.0 -0.1 -0.1
N 0.0935 -1.4004 1.4807 -0.2 -0.5 0.0
C 2.2007 -1.5664 0.4956 0.4 -0.1 -0.3
C -3.0552 -0.7031 -1.4036 0.0 -0.1 0.0
H -1.3104 -1.9530 -1.5847 0.1 0.0 0.1
H 5.5276 1.7788 -1.3972 -0.1 -0.1 0.0
H -4.4574 -2.7740 -4.3524 0.0 0.1 0.1
C -4.0555 3.8618 -0.2205 0.2 -0.1 0.0
C -2.2908 -1.7200 -1.9767 -0.2 -0.1 -0.1
C 2.6304 0.0495 -1.2247 -0.3 -0.2 0.0
H -4.9694 -1.6654 4.6896 0.0 0.0 -0.1
C 0.2002 -2.8061 3.2290 0.0 -0.2 0.3
C 1.4037 -2.9161 2.5373 0.4 -0.4 0.2
H 2.3752 1.4836 1.5703 0.1 0.0 0.0
F -4.9363 1.7529 0.1446 0.0 0.0 0.1
H 0.4825 -1.0690 -2.3284 -0.4 -0.3 0.6
C -4.0621 -2.1973 -3.5230 -0.1 0.0 0.0
N 1.7705 -0.6127 -0.2731 0.4 0.2 -0.6
H 4.9121 1.8291 -3.7781 -0.1 -0.1 0.1
H -3.0802 1.5090 2.5264 0.0 -0.1 0.0
H -4.1841 0.6786 4.5622 0.0 0.0 -0.1
H -0.9363 0.0047 -4.0304 0.1 0.0 0.1
C -4.0495 0.0140 3.7169 0.0 0.0 0.0
Ni -0.0689 -0.2679 0.0079 -0.6 1.2 0.2
H -4.6623 -3.1816 2.7540 0.0 0.1 0.0
C -0.5769 -1.8738 2.5460 0.1 0.1 -0.2
H 2.8194 0.7667 -4.5367 0.0 0.0 0.2
H 3.8113 1.8745 2.5087 0.0 0.0 -0.2
C -1.5277 2.7918 -0.3696 0.0 -0.2 0.1
C -4.3198 -2.1537 2.7016 0.0 0.0 0.0
C -2.5989 1.9265 -0.1467 0.0 0.0 -0.1
H 3.4674 2.7721 1.0167 0.0 -0.1 0.0
P -2.3312 0.1326 0.0188 0.4 -0.2 0.2
H -2.1930 -3.2615 -3.4673 -0.1 0.1 0.0
C 0.9694 -0.5204 -3.1093 0.4 0.3 -0.4
H 0.4409 0.9109 -4.6566 0.0 0.0 0.1
H -4.9671 0.3127 -1.4274 0.2 -0.3 -0.2
C -4.4901 -1.3026 3.7869 0.0 0.0 0.0
H 5.2798 1.0246 0.6999 0.0 0.0 0.0
H -3.5691 -2.3637 0.7048 0.0 0.1 0.1
C 3.4247 1.7853 1.4878 -0.1 0.0 0.0
C -2.9735 4.6886 -0.4461 0.0 -0.2 0.0
F -3.1455 5.9769 -0.5886 -0.1 0.5 0.0
H -1.5652 -1.5403 2.7899 -0.1 0.1 0.1
F -0.6733 4.9517 -0.7291 0.1 0.1 0.0
C -1.7049 4.1467 -0.5194 0.1 0.0 0.0
H 1.2306 -1.2770 -3.8525 0.0 0.0 0.0
C -4.3413 -0.4520 -1.8832 -0.2 0.2 0.0
C -4.8350 -1.1921 -2.9444 0.0 -0.1 -0.1
Br 0.2598 2.1798 -0.4464 0.0 -0.1 -0.2
H 3.1991 -1.9636 0.3697 0.1 -0.1 0.0



Entry 2:
71
Properties=species:S:1:pos:R:3:forces:R:3 method="wB97M-V/def2-TZVPD" spin_multiplicity=1 relative_energy_kcal_mol=27.6 charge=+2 gap_ev=6.47 max_force_ev_per_a=1.80 mol_weight_g_mol=858.79 lumo_ev=-7.3171
C 3.7010 3.0633 -0.3603 0.0 0.0 0.1
C 1.8748 -3.9847 0.9873 0.0 -0.1 0.0
C 2.5506 2.4711 -0.7922 0.1 0.0 -0.1
C -3.0818 3.4617 -2.2581 0.1 0.0 0.0
H -0.0876 0.6100 -3.0442 0.0 0.0 0.0
N -1.2013 1.8180 -1.0958 0.0 -0.2 0.0
O -0.6149 2.1005 1.6386 0.9 0.0 0.0
S 3.9982 2.8060 1.3072 -0.2 -0.1 -0.1
C -4.0803 1.1421 1.8125 0.1 -0.3 -0.1
C 1.4662 -2.6694 1.0882 0.1 0.0 0.1
C 0.9508 0.2491 4.9915 0.0 0.0 0.0
C 1.9329 1.7980 0.2772 -1.0 -1.0 0.4
C -2.1853 1.2941 -1.8247 -0.1 0.1 -0.1
H -3.9393 1.6323 -3.0076 0.0 0.0 0.0
H -1.9561 5.0679 -1.3601 0.0 0.0 0.0
H 4.4027 3.6400 -0.9429 0.0 0.1 0.0
C -3.1471 2.0860 -2.4267 0.0 0.0 0.0
C 1.9187 1.2370 5.1144 0.0 0.0 -0.1
H -2.7138 -0.4958 -2.8669 0.1 0.0 0.0
C 1.4065 -0.8460 -2.6597 0.1 -0.1 -0.1
C 3.5015 -1.7565 -3.3558 0.0 0.0 0.1
H -1.9541 -2.5309 -1.1377 0.1 0.1 -0.3
H -0.9944 -2.7736 -2.5885 0.0 0.0 0.0
C -2.2388 -0.2087 -1.9222 -0.3 0.0 0.0
H -0.3812 -0.9474 -3.8215 -0.1 0.0 0.0
H -5.9379 0.0689 1.8352 0.0 0.0 0.0
C -0.0324 -0.4705 -2.8994 0.0 0.1 -0.2
C -2.0458 4.0023 -1.5107 0.0 -0.1 -0.1
H 0.0335 -4.7643 -1.7383 0.0 0.0 0.0
N -0.9211 -0.8268 -1.7749 0.4 0.3 0.4
H -0.3068 3.5105 -0.3358 0.0 0.0 0.0
H 4.1155 -2.2645 -4.0872 0.0 0.0 0.0
H 3.2339 2.5463 4.0221 0.0 0.0 0.0
H -4.8244 -2.1334 1.4311 0.0 0.0 0.1
C 1.3633 -4.7552 -0.0479 0.0 0.0 0.0
N -2.1314 -0.1422 1.2916 0.5 -0.2 0.1
C -1.1231 3.1439 -0.9449 0.1 0.2 -0.1
O -2.4706 3.3505 1.9613 0.5 0.0 0.1
N 1.1783 0.3044 2.6211 0.0 -0.3 0.0
H -2.8831 -0.5735 -1.1164 0.1 -0.1 -0.1
H 2.5701 -4.3969 1.7043 0.0 0.0 0.0
C -2.8846 -1.2450 1.3075 -0.2 0.0 0.1
H 1.7204 -1.8011 -4.5594 0.0 0.0 0.0
H 5.0749 -1.5274 -1.8965 0.0 0.0 0.0
C 4.0364 -1.3553 -2.1402 -0.1 0.0 -0.1
C 2.4994 1.7547 3.9698 -0.1 -0.1 0.0
C -4.8655 0.0086 1.7027 -0.1 0.2 0.0
H -3.8260 4.1044 -2.7086 0.0 0.0 0.0
C 0.0827 -2.8615 -0.7495 0.2 -0.2 -0.4
H 1.8365 -2.0219 1.8748 0.0 0.0 0.0
N 1.9199 -0.4733 -1.4915 0.0 -0.1 -0.3
H 2.1842 2.5219 -1.8065 0.0 0.0 0.0
Br -2.0554 -2.9418 1.2381 -0.8 -0.2 1.0
C 0.4564 -4.1858 -0.9275 0.1 0.1 0.0
C 2.0845 1.2808 2.7305 0.0 0.0 0.1
H 1.6651 -5.7873 -0.1657 0.0 0.0 0.0
C -1.8463 2.3297 1.7655 -1.5 -1.0 -0.4
C -2.7175 1.0197 1.5872 0.0 1.0 0.3
C -4.2585 -1.2140 1.4681 0.2 -0.2 -0.1
C 3.2015 -0.7230 -1.2351 0.0 0.0 0.1
C 0.6235 -0.1944 3.7257 -0.1 -0.1 0.1
H 2.2038 1.6108 6.0883 0.0 0.0 0.0
Pb 0.1738 0.3159 0.3281 0.4 1.2 0.0
H 0.4596 -0.1621 5.8612 0.0 -0.1 0.0
H -0.1090 -0.9821 3.5856 0.0 0.0 0.0
H 3.5685 -0.4045 -0.2642 0.0 0.0 0.0
H -4.4763 2.1132 2.0682 0.0 0.0 0.0
C 2.5536 1.8641 1.4768 0.4 0.3 -0.3
N 0.5901 -2.1347 0.2372 0.1 0.7 0.3
C 2.1634 -1.4995 -3.6191 0.0 0.0 -0.1
C -1.0051 -2.2731 -1.6147 0.0 -0.1 -0.2



Entry 3:
70
Properties=species:S:1:pos:R:3:forces:R:3 method="wB97M-V/def2-TZVPD" spin_multiplicity=1 relative_energy_kcal_mol=22.5 charge=+2 gap_ev="6.12 / 6.13" max_force_ev_per_a=1.91 mol_weight_g_mol=778.09 lumo_ev="-7.6287 / -7.6275"
H -2.4715 -0.3859 1.0454 -0.1 0.0 0.0
H 2.7613 2.9650 -0.5209 0.0 0.0 0.0
C -4.6683 2.6608 0.1149 0.1 0.1 0.0
C -0.5000 -3.6525 -2.2710 0.0 0.0 0.0
C 2.0665 1.1605 4.6036 0.1 -0.1 0.1
H -2.9802 -2.0819 6.3073 0.0 0.0 0.0
C 3.8950 -0.2495 3.8675 0.0 0.1 0.0
O -1.2084 1.5301 -0.1948 -0.6 0.2 0.2
C 1.2782 -1.6447 -1.5645 0.3 -0.1 -0.2
C 0.0621 -1.7845 -0.8631 -0.2 0.2 0.4
H 0.1075 5.8700 -2.4205 0.0 0.0 0.0
H -1.4991 5.3918 -1.0626 0.0 0.1 0.1
C 2.9167 1.7833 5.5020 0.0 0.0 0.0
H -4.8993 -0.4060 1.4636 0.0 0.0 0.0
C 0.4694 2.8960 1.9934 0.0 0.1 0.0
H 2.5394 2.5673 6.1458 0.0 0.0 0.0
H -1.4751 3.7954 1.8472 0.0 0.0 0.0
H -1.3939 -3.8438 5.6211 0.0 0.0 0.0
C 1.6678 2.6387 1.3152 0.0 0.0 -0.1
C 2.5628 0.1462 3.7887 0.1 0.1 0.1
C -4.4388 0.4663 1.0153 0.0 0.1 0.0
H -1.1708 -4.4460 -2.5714 0.0 0.0 0.0
H 2.5345 -2.4444 -3.1628 0.0 0.0 0.0
C -1.1507 -0.2938 4.0946 0.0 -0.1 0.0
C -1.3221 -2.8521 5.1947 0.0 0.0 0.0
H -0.6582 4.3326 -2.9800 0.0 0.0 0.0
O -0.2824 -1.0336 0.1577 -1.0 -1.5 -0.6
H 3.1504 -0.6319 -1.7875 0.0 0.1 0.0
O 2.0946 0.2586 -0.3700 0.7 -0.2 0.2
H -1.7486 -2.9113 -0.6958 0.0 0.0 0.0
H 4.9068 1.8759 6.2969 0.0 0.0 0.0
H -2.8373 0.1809 5.3255 0.0 0.0 0.0
H -1.1019 0.6924 3.6467 0.0 0.0 0.0
C 1.8313 3.1110 0.0102 0.0 0.0 0.2
O 2.1001 -4.2595 -4.6251 0.0 0.0 0.0
H -5.2694 3.5302 -0.1271 0.0 0.0 0.0
Rh 0.4687 0.6269 0.6571 0.4 0.9 0.5
C 0.2763 4.8584 -2.7969 0.0 0.0 0.1
C -2.1346 -0.5854 5.0251 0.0 0.0 0.0
H 4.2803 -1.0424 3.2377 0.0 0.0 0.0
H 2.5022 2.1973 1.8451 0.1 0.1 0.0
C 4.7360 0.3770 4.7791 0.0 0.0 -0.1
C 1.5993 -2.5308 -2.6242 0.1 0.1 0.1
N -1.5769 4.4990 -0.6012 0.1 -0.2 0.0
H 0.8263 4.9314 -3.7282 0.0 0.0 0.0
C -0.3283 -2.5768 4.2631 -0.1 0.0 0.1
C -0.5407 3.5900 1.3404 0.1 0.1 0.3
C 0.8154 3.7817 -0.6583 -0.1 0.1 -0.1
H 0.3701 -3.3512 3.9700 0.0 0.0 0.0
H -3.5523 4.6492 -0.9215 0.0 0.0 0.0
H 1.0250 1.4455 4.5675 0.0 -0.1 0.1
O 0.1896 -5.2319 -4.3666 0.0 0.0 0.0
C -0.2490 -1.2935 3.7379 -0.3 0.3 -0.1
N 1.0288 -4.4084 -4.0801 0.0 -0.1 0.0
C 4.2489 1.3904 5.5886 0.0 0.0 0.0
C -5.2539 1.5613 0.6526 0.0 -0.1 0.1
O 1.1315 4.1253 -1.9146 -0.1 -0.1 0.0
C -2.4569 1.5678 0.1753 0.5 -0.1 -0.3
C -0.8177 -2.8110 -1.2367 -0.2 -0.2 -0.1
C -3.0853 0.4711 0.7971 -0.1 -0.1 0.0
H 5.7687 0.0643 4.8577 0.0 0.0 0.0
Te 1.3695 -0.9583 2.4910 0.6 0.1 -0.6
H -6.3204 1.5292 0.8209 0.0 0.0 0.0
C 2.2102 -0.6503 -1.2330 0.0 0.1 0.0
C -3.2517 2.7286 -0.0905 -0.2 0.1 0.0
C -2.7889 3.9722 -0.5501 0.1 0.0 -0.1
C 0.7134 -3.4978 -2.9607 -0.1 -0.1 0.0
H 0.3732 2.6646 3.0415 0.0 -0.1 0.0
C -0.4059 3.9742 0.0258 0.0 0.2 -0.2
C -2.2132 -1.8603 5.5767 0.0 0.0 0.0



Entry 4:
79
Properties=species:S:1:pos:R:3:forces:R:3 method="wB97M-V/def2-TZVPD" spin_multiplicity=3 relative_energy_kcal_mol=6.5 charge=-1 gap_ev="7.23 / 8.07" s_squared=2.013 max_force_ev_per_a=1.31 mol_weight_g_mol=938.30 lumo_ev="2.0464 / 1.7691"
C 1.6104 -3.9225 -3.8756 0.0 0.0 0.0
H -2.8297 -1.8688 -5.4025 0.0 0.0 0.0
C -0.7758 -0.3755 6.0489 0.0 0.0 0.0
O 3.1874 -0.3366 -1.6264 0.1 -0.1 0.0
C 1.4994 3.8835 -2.8933 -0.1 0.0 0.0
C 0.8304 -2.9017 -3.3556 -0.1 -0.1 0.0
C -1.3842 1.3336 0.5843 -0.2 -0.2 0.0
C 0.5103 1.5145 -2.6571 -0.2 0.1 0.2
C 2.6373 -4.2645 -1.7398 0.0 0.0 0.0
C 1.8754 -2.8331 0.1537 -0.1 0.0 0.2
H -1.5348 -0.9929 5.5649 0.0 0.0 0.0
O -3.4294 -2.8507 0.4860 0.0 0.0 0.0
C -2.4056 2.0527 1.1584 0.1 0.1 0.1
C 2.6576 4.6185 -3.0892 0.0 0.0 0.0
C 2.2678 -2.5943 3.9506 0.0 0.0 0.0
C 2.8287 1.8905 -2.9880 -0.2 -0.1 0.0
O -1.3790 -2.3596 -0.2967 0.1 0.1 0.0
H -0.1727 -1.0212 6.6887 0.0 0.0 0.0
N 1.1624 -1.8147 0.5730 0.1 0.0 -0.1
C 0.0818 0.3465 5.0007 0.0 0.0 0.0
Cl -4.5228 2.8583 -4.4123 0.0 0.0 0.0
H 1.5231 -4.1812 -4.9239 0.0 0.0 0.0
N -1.5393 -0.9606 -2.5441 -0.1 0.3 -0.1
O 2.9541 -0.4817 -4.0821 0.1 -0.1 0.1
O 0.7818 0.8033 -0.0932 -0.1 0.3 -0.1
H 4.9438 2.0996 -3.3138 0.0 0.0 0.0
C 0.7669 -0.6877 4.1081 0.0 0.0 0.0
Cl -4.4732 1.2673 -1.9400 0.0 0.1 0.0
H 0.6772 1.9471 6.3372 0.0 0.0 0.0
O 0.3863 2.9122 0.6061 0.1 -0.1 0.1
H -1.6139 0.7298 3.6922 0.0 0.0 0.0
C -0.8249 1.2832 4.2053 0.0 0.0 0.0
C -2.5447 -2.0738 0.2086 0.0 -0.1 0.0
C -3.6047 1.3914 1.4195 0.0 -0.1 0.0
H -2.2460 3.0919 1.4198 0.0 0.0 0.0
H 4.7793 4.5830 -3.4038 0.0 0.0 0.0
H 1.7789 1.7031 4.9719 0.0 0.0 0.0
C 1.8386 -3.2412 -1.2307 -0.1 0.0 -0.1
O -4.6627 2.0191 1.9804 0.0 0.0 0.0
C 3.8903 3.9855 -3.2473 0.0 0.0 0.0
H -1.3020 1.9902 4.8879 0.0 0.0 0.0
H -2.7975 1.4832 -3.5611 0.0 0.0 -0.1
B -3.3928 -1.2700 -4.5094 -0.1 0.0 -0.1
H 1.7677 -1.6295 5.7703 0.0 0.0 0.0
H 2.9172 -3.3202 4.4222 0.0 0.0 0.0
H 2.6109 5.6995 -3.1204 0.0 0.0 0.0
H 1.7964 0.5806 6.3367 0.0 0.0 0.0
S 2.5889 0.1412 -2.8413 0.0 0.0 -0.3
H -0.0450 0.0045 2.2478 -0.1 0.1 0.0
H -3.0228 2.9817 -2.6180 0.0 0.0 0.0
C -2.6720 -0.5962 0.5353 0.1 -0.1 0.1
H 0.5338 4.3540 -2.7644 0.0 0.0 0.0
C 0.9167 -2.5330 -2.0114 0.2 0.2 -0.2
C 3.9925 2.6017 -3.1993 0.1 0.0 0.0
W -0.0827 -0.8723 -1.0382 0.1 -1.2 0.4
C -2.3347 -1.0789 -3.3744 0.1 -0.2 0.1
N -1.5508 0.0569 0.2557 -0.3 0.3 -0.2
C 1.2352 -1.6728 1.9574 0.1 0.1 0.0
C 1.6036 2.5041 -2.8533 0.2 0.0 -0.3
C 0.5876 -0.7122 2.7361 0.0 -0.1 0.0
H -3.7389 -0.1635 -4.8654 0.0 0.0 0.0
H 0.1468 -2.3753 -4.0099 0.0 0.0 0.0
N 0.9413 0.2081 -2.6890 0.1 0.5 0.7
C 2.5202 -4.6052 -3.0721 0.0 0.0 0.0
C 1.1514 1.1928 5.7046 0.0 0.0 0.0
H -4.4581 2.9536 2.0942 0.0 0.0 0.0
S 2.7316 -3.6833 1.3918 0.0 0.0 0.0
H -4.6402 -0.5105 1.3709 0.0 0.0 0.0
C 2.0683 -2.6060 2.5760 0.0 0.0 -0.1
C -3.7348 0.0317 1.1394 0.0 0.0 0.0
H -0.2657 1.8590 3.4648 0.0 0.0 0.0
H -1.2806 0.3532 6.6875 0.0 0.0 0.0
C -3.5156 2.1651 -3.1285 0.0 0.1 0.1
H 3.1372 -5.3902 -3.4904 0.0 0.0 0.0
O -0.6324 1.8457 -2.3821 0.0 0.1 -0.2
H 3.3497 -4.7783 -1.1030 0.0 0.0 0.0
H -4.3116 -1.9014 -4.0378 0.0 0.0 0.0
C 0.0399 1.7786 0.3497 -0.1 0.2 -0.2
C 1.6160 -1.6388 4.6984 0.0 0.0 0.0